[1]
46
Properties=species:S:1:pos:R:3:forces:R:3:mulliken_charge:R:1 method="wB97M-V/def2-TZVPD" charge=+1 orbital_gap_ev=7.44 e_homo_ev=-11.11 e_above_lowest_ev=0.000 largest_force_ev_per_a=1.1 molar_mass_da=576.4 e_tot_ev=-57103.76309
La -0.923 1.487 1.448 -0.1 0.7 0.9 1.49
N 1.362 2.625 -2.545 0.1 -0.2 0.1 -0.39
C 0.924 2.204 -1.343 0.3 0.2 -0.5 0.63
S -0.526 3.032 -0.788 0.3 -0.1 0.1 -0.50
N 1.649 1.247 -0.811 -0.4 0.1 0.5 -0.91
N 1.237 0.833 0.437 0.7 -0.3 -0.8 0.20
C 1.825 -0.231 0.876 -0.1 -0.1 0.4 -0.07
C 2.815 -1.010 0.093 0.1 0.2 0.0 -0.28
C 2.401 -1.765 -0.998 0.0 0.0 0.0 0.03
C 3.328 -2.519 -1.699 0.0 0.0 0.0 -0.75
C 4.666 -2.508 -1.327 0.0 0.0 0.0 -0.43
C 5.081 -1.744 -0.246 0.0 0.0 0.0 -0.70
C 4.154 -1.001 0.470 0.1 0.0 0.0 0.14
C 1.477 -0.728 2.246 0.0 0.1 -0.4 0.72
C 2.045 -1.895 2.742 0.0 0.0 0.1 -0.38
C 1.713 -2.314 4.022 0.0 -0.1 0.0 -0.59
C 0.814 -1.578 4.773 -0.1 0.1 0.0 -0.59
C 0.259 -0.449 4.196 0.0 -0.1 0.0 -0.05
N 0.576 -0.030 2.969 0.1 0.1 -0.2 -0.31
H 0.915 3.381 -3.026 0.0 0.0 0.0 0.19
H 2.210 2.222 -2.906 0.0 0.0 0.0 0.24
H 1.361 -1.756 -1.299 0.0 0.0 0.0 0.50
H 3.006 -3.114 -2.543 0.0 0.0 0.0 0.41
H 5.382 -3.096 -1.884 0.0 0.0 0.0 0.41
H 6.125 -1.726 0.039 0.0 0.0 0.0 0.41
H 4.477 -0.409 1.318 0.0 0.0 0.0 0.47
H 2.735 -2.461 2.135 0.0 0.0 0.0 0.44
H 2.154 -3.216 4.425 0.0 0.0 0.0 0.46
H 0.528 -1.865 5.774 0.0 0.0 0.0 0.40
H -0.475 0.142 4.734 0.0 0.0 0.0 0.37
O -3.239 2.781 1.207 -0.1 -0.1 0.1 -0.70
S -4.099 1.626 0.884 -0.1 -0.1 0.1 1.20
O -5.322 1.494 1.592 0.0 0.1 0.0 -0.61
N -3.048 0.383 1.054 -0.4 -0.3 -0.2 -0.86
C -2.540 0.041 -0.163 -0.3 0.1 0.2 0.88
O -1.366 -0.372 -0.195 0.0 -0.3 -0.3 -0.65
C -3.373 0.511 -1.306 0.1 -0.1 0.1 0.46
C -3.287 0.218 -2.653 0.0 0.0 0.0 -0.58
C -4.166 0.875 -3.509 0.0 0.0 0.0 -0.58
C -5.083 1.807 -3.035 -0.1 0.1 0.1 -0.48
C -5.161 2.120 -1.680 0.1 -0.1 -0.1 -0.76
C -4.289 1.449 -0.850 -0.2 0.2 -0.1 0.33
H -2.570 -0.499 -3.026 0.0 0.0 0.0 0.49
H -4.138 0.661 -4.569 0.0 0.0 0.0 0.41
H -5.749 2.297 -3.732 0.0 0.0 0.0 0.41
H -5.865 2.847 -1.301 0.0 0.0 0.0 0.47

=====

[2]
54
Properties=species:S:1:pos:R:3:forces:R:3:mulliken_charge:R:1 method="wB97M-V/def2-TZVPD" charge=-2 orbital_gap_ev=7.05 e_homo_ev=-2.93 e_above_lowest_ev=0.259 largest_force_ev_per_a=0.6 molar_mass_da=733.3 e_tot_ev=-65669.46595
W -0.107 0.510 0.038 0.5 0.3 0.0 2.63
O 4.715 -2.318 -0.392 -0.1 0.0 -0.1 -0.49
C 3.844 -1.611 0.386 0.1 0.0 0.1 0.66
O 3.005 -2.148 1.045 -0.1 0.0 0.0 -0.54
C 4.166 -0.131 0.326 0.0 0.0 0.0 -0.63
O 3.178 0.719 0.781 0.0 0.0 0.0 -0.22
C 2.884 0.689 2.166 0.0 0.0 0.0 -0.72
C 1.658 -0.123 2.558 0.0 0.2 0.1 0.76
O 1.583 -0.576 3.676 0.0 0.0 0.0 -0.73
O 0.683 -0.234 1.681 0.0 -0.1 -0.2 -0.64
H 4.433 -3.241 -0.313 0.0 0.0 0.0 0.37
H 4.355 0.123 -0.717 0.0 0.0 0.0 0.36
H 5.115 -0.002 0.874 0.0 0.0 0.0 0.41
H 2.676 1.724 2.454 0.0 0.0 0.0 0.28
H 3.730 0.311 2.747 0.0 0.0 0.0 0.36
O -2.743 2.673 3.111 0.1 -0.1 0.1 -0.59
C -3.757 1.846 2.888 -0.1 -0.2 0.2 0.49
C -4.942 2.182 3.568 0.0 0.0 0.0 -0.47
C -6.066 1.391 3.505 0.0 0.0 0.0 -0.32
C -6.055 0.214 2.760 0.0 0.0 0.0 -0.68
C -4.906 -0.122 2.075 0.0 0.0 -0.1 -0.73
C -3.760 0.677 2.101 0.0 0.1 -0.1 0.43
C -2.611 0.242 1.280 0.1 0.0 0.1 0.65
O -1.786 1.178 0.813 0.0 0.0 0.3 -0.74
N -2.418 -1.000 1.003 0.0 -0.1 0.0 -0.77
N -1.239 -1.145 0.259 -0.1 -0.1 0.1 -0.16
C -1.289 -0.906 -1.106 -0.1 0.0 -0.1 -0.50
C -0.376 -1.691 -1.979 0.0 0.0 0.0 -0.11
C -0.741 -2.728 -2.821 0.0 0.0 0.0 -0.36
C 0.214 -3.389 -3.586 0.0 0.0 0.0 -0.58
C 1.546 -3.002 -3.505 0.0 0.0 0.0 -0.60
C 1.933 -1.959 -2.674 0.0 0.0 0.0 -0.41
C 0.969 -1.300 -1.917 0.0 -0.1 0.0 0.38
O 1.291 -0.279 -1.102 0.0 -0.3 0.1 -0.49
H -1.828 2.403 2.837 0.0 0.3 -0.4 0.36
H -4.921 3.085 4.165 0.0 0.0 0.0 0.41
H -6.956 1.684 4.050 0.0 0.0 0.0 0.34
H -6.931 -0.420 2.707 0.0 0.0 0.0 0.35
H -4.863 -1.021 1.474 0.0 0.0 0.0 0.41
H -2.222 -0.543 -1.535 0.0 0.0 0.0 0.50
H -1.783 -3.022 -2.875 0.0 0.0 0.0 0.44
H -0.079 -4.197 -4.245 0.0 0.0 0.0 0.36
H 2.293 -3.510 -4.104 0.0 0.0 0.0 0.38
H 2.964 -1.637 -2.616 0.0 0.0 0.0 0.44
N -0.651 1.657 -1.668 0.2 0.0 0.0 -0.36
C -0.901 2.319 -2.591 -0.4 -0.1 0.0 0.73
N -1.185 3.094 -3.569 0.2 0.1 0.0 -0.84
C -1.933 2.694 -4.577 0.0 0.0 0.0 0.45
N -2.580 2.446 -5.507 0.0 0.0 0.0 -0.61
O -0.161 2.683 2.610 0.2 -0.1 0.2 -0.90
S 0.583 3.340 1.527 -0.3 0.0 0.0 1.29
O -0.177 4.361 0.844 0.1 0.0 0.0 -0.76
O 0.800 2.185 0.436 -0.3 0.2 0.0 -0.55
O 1.928 3.720 1.916 0.0 0.0 0.0 -0.73

=====

[3]
47
Properties=species:S:1:pos:R:3:forces:R:3:mulliken_charge:R:1 method="wB97M-V/def2-TZVPD" charge=+1 orbital_gap_ev="6.88 / 6.81" spin_multiplicity=3 e_homo_ev="-11.47 / -11.47" largest_force_ev_per_a=3.9 molar_mass_da=679.4 e_tot_ev=-80471.68015
W -13.831 -1.140 1.636 -1.2 -0.9 -1.1 1.70
O -11.808 4.608 2.655 -1.0 -3.5 -0.4 -0.50
C -12.178 3.444 2.478 1.2 3.0 0.1 0.45
C -11.308 2.232 2.043 3.6 0.7 -0.6 -0.10
O -10.116 2.230 1.726 -2.3 0.2 0.8 -0.57
C -12.237 1.150 1.962 -1.7 -0.8 1.4 1.24
C -13.530 1.566 2.098 1.4 -0.1 -1.0 1.03
O -14.461 0.731 1.760 -1.0 -1.0 0.1 -0.78
C -13.614 2.917 2.487 -2.4 3.0 0.7 -0.23
O -14.641 3.550 2.710 1.5 -0.7 -0.1 -0.57
O -12.161 -0.172 1.894 1.2 -0.3 -1.1 -0.83
O -14.514 -2.887 2.028 0.1 1.3 -0.5 -0.66
C -15.480 -2.733 3.075 -0.9 -1.9 2.0 2.63
C -15.298 -3.911 4.038 0.0 0.4 0.0 -0.96
C -15.659 -3.978 5.355 0.3 -0.1 -0.6 -0.51
C -15.425 -5.276 5.887 -0.6 0.5 0.7 -0.63
C -14.943 -6.152 4.974 -0.3 0.1 0.0 -0.50
S -14.774 -5.445 3.446 0.3 0.6 -0.3 -0.02
C -16.917 -2.872 2.530 0.9 0.9 0.1 0.05
C -17.685 -3.979 2.212 0.9 0.7 0.0 -0.34
C -18.532 -3.653 1.093 -0.7 -0.7 0.0 -0.66
C -18.486 -2.358 0.734 0.2 1.3 0.3 -0.61
S -17.414 -1.369 1.775 -1.1 -2.2 -2.0 0.02
C -15.133 -1.377 3.779 -1.2 -1.7 -1.0 -0.43
C -13.867 -1.121 4.285 0.1 -0.2 0.3 -0.11
C -13.935 0.014 5.167 0.3 0.3 0.0 -0.90
C -15.210 0.419 5.376 -0.6 -0.2 -0.9 -0.61
S -16.433 -0.345 4.365 2.6 -0.2 0.9 0.02
H -16.107 -3.152 5.900 0.2 -0.1 0.0 0.47
H -15.704 -5.481 6.914 0.3 -0.3 -0.1 0.41
H -14.727 -7.190 5.071 0.1 -0.5 0.2 0.50
H -17.625 -4.960 2.728 0.2 0.8 -0.7 0.44
H -19.177 -4.350 0.518 0.6 0.4 0.8 0.36
H -19.082 -1.898 -0.041 0.0 0.1 0.2 0.48
H -13.025 -1.864 4.293 -0.9 0.8 -0.2 0.49
H -13.099 0.549 5.629 -0.2 -0.6 -0.1 0.47
H -15.525 1.169 6.052 -0.2 0.8 0.4 0.54
C -12.249 0.270 -2.112 -0.2 0.7 1.5 -0.86
S -13.838 -0.574 -1.891 -0.6 0.2 0.9 0.39
C -14.946 0.924 -1.748 -0.1 -0.7 1.7 -0.71
O -13.807 -1.369 -0.516 0.2 1.4 0.2 -0.57
H -12.189 0.458 -3.188 0.3 -0.1 0.2 0.43
H -11.480 -0.419 -1.705 -0.3 0.4 -0.6 0.35
H -12.229 1.245 -1.530 0.0 -1.2 -0.7 0.25
H -14.983 1.388 -2.725 0.1 0.0 -0.2 0.43
H -14.575 1.631 -0.963 -0.1 -0.7 -0.7 0.17
H -15.965 0.576 -1.435 0.9 0.1 -0.4 0.30

=====

[4]
102
Properties=species:S:1:pos:R:3:forces:R:3:mulliken_charge:R:1 method="wB97M-V/def2-TZVPD" charge=+1 orbital_gap_ev=8.31 e_homo_ev=-12.15 e_above_lowest_ev=0.000 largest_force_ev_per_a=1.1 molar_mass_da=2484.1 e_tot_ev=-789119.76162
C -0.561 -3.247 -2.721 -0.2 0.1 -0.1 -1.28
C 0.247 -2.070 -2.103 -0.3 -0.4 0.0 0.38
B 1.729 -2.196 -2.495 0.0 0.3 0.0 0.39
O 2.148 -2.216 -3.774 0.0 0.2 0.3 -0.43
P 3.075 -2.485 -1.075 -0.2 0.2 -0.3 0.11
C 3.066 -1.188 0.241 0.2 0.4 0.3 -0.59
O 3.154 0.120 -0.222 -0.3 -0.1 -0.2 -0.24
C 4.106 0.378 -1.234 0.4 0.2 0.0 -0.55
B 2.762 -4.296 -0.353 0.2 -0.5 0.6 0.31
C 1.582 -4.563 0.607 0.0 -0.1 -0.1 -0.68
O 3.625 -5.254 -0.771 -1.0 0.2 -0.5 -0.47
H -0.045 -3.712 -3.560 0.0 0.0 0.0 0.39
H -1.513 -2.885 -3.102 0.0 0.0 0.0 0.23
H -0.792 -4.015 -1.987 0.1 0.0 0.1 0.31
H 0.083 -2.027 -1.026 0.0 0.1 0.0 -0.21
H -0.141 -1.134 -2.515 0.1 0.1 0.0 0.30
H 3.092 -2.082 -3.876 0.2 -0.2 -0.4 0.34
H 4.350 -2.475 -1.652 0.1 0.0 0.0 0.16
H 2.138 -1.276 0.808 -0.1 -0.1 -0.1 0.39
H 3.892 -1.420 0.925 0.1 -0.2 -0.1 0.49
H 4.347 1.436 -1.195 -0.1 0.0 0.0 0.00
H 5.040 -0.172 -1.084 0.0 -0.1 0.1 0.39
H 3.715 0.168 -2.236 -0.1 -0.1 0.0 0.33
H 1.725 -4.165 1.614 -0.1 0.2 0.0 0.36
H 1.452 -5.640 0.694 0.0 0.0 0.1 0.27
H 0.654 -4.157 0.191 0.0 0.2 0.2 0.11
H 3.754 -5.176 -1.722 0.9 -0.2 -0.1 0.29
C 0.382 2.541 0.839 0.1 0.0 0.1 0.15
Cl 1.238 3.839 0.002 0.0 0.0 0.0 -0.08
Cl 1.375 1.951 2.175 0.0 -0.1 0.0 -0.10
Cl -1.148 3.132 1.461 -0.1 -0.2 0.1 0.02
Cl 0.076 1.215 -0.299 0.0 0.1 -0.1 -0.03
C 5.198 -6.617 2.340 0.1 -0.1 0.1 0.28
Cl 6.358 -7.575 1.423 -0.1 0.2 0.0 -0.06
Cl 5.424 -4.898 1.940 0.0 0.1 0.0 -0.12
Cl 3.560 -7.126 1.915 0.0 0.0 0.1 -0.11
Cl 5.455 -6.844 4.063 0.0 0.0 -0.1 0.00
C -2.665 -2.484 1.310 0.0 -0.1 0.1 0.14
Cl -4.151 -2.020 2.127 0.0 0.0 0.0 -0.11
Cl -1.620 -1.070 1.111 -0.1 0.0 0.0 0.04
Cl -1.813 -3.699 2.270 0.1 0.0 -0.1 -0.07
Cl -3.043 -3.153 -0.281 -0.1 0.0 0.1 0.01
C 8.319 -11.573 -0.265 0.0 0.0 0.0 0.33
Cl 8.734 -12.707 1.016 0.0 0.0 0.0 -0.09
Cl 7.901 -10.008 0.456 0.1 -0.2 0.0 -0.07
Cl 9.693 -11.370 -1.350 0.0 0.0 0.0 -0.09
Cl 6.933 -12.181 -1.171 0.0 0.0 0.0 -0.10
C -3.343 5.870 -1.158 -0.1 0.0 0.0 0.03
Cl -1.667 5.309 -1.115 0.0 0.1 -0.1 0.01
Cl -3.394 7.610 -1.395 0.2 0.0 0.1 -0.02
Cl -4.201 5.074 -2.482 0.1 0.1 0.2 0.06
Cl -4.141 5.453 0.362 0.0 0.0 0.1 -0.06
C -7.906 6.788 -1.591 0.0 0.0 0.0 0.26
Cl -7.512 6.769 -3.314 0.0 0.0 0.0 -0.07
Cl -9.594 7.246 -1.378 0.0 0.0 0.0 -0.08
Cl -7.640 5.181 -0.913 0.0 -0.1 0.0 -0.05
Cl -6.870 7.956 -0.762 0.0 0.0 0.0 -0.06
C -1.741 7.567 3.661 0.0 0.0 0.0 0.23
Cl -2.565 7.127 5.158 0.0 0.0 0.0 -0.10
Cl -2.744 8.693 2.743 0.0 0.0 0.0 -0.08
Cl -0.192 8.323 4.036 0.0 0.0 0.0 -0.10
Cl -1.469 6.114 2.692 0.1 0.0 0.0 0.02
C -6.432 -3.818 -2.960 0.0 0.0 0.0 0.31
Cl -6.908 -4.140 -1.294 0.0 0.0 0.0 -0.09
Cl -6.919 -2.185 -3.417 -0.1 -0.2 0.1 -0.05
Cl -4.669 -3.957 -3.097 0.1 0.0 -0.1 -0.08
Cl -7.192 -4.984 -4.036 0.0 0.0 0.0 -0.09
C -3.596 9.940 -4.821 0.0 0.0 0.0 0.28
Cl -4.852 9.088 -3.924 -0.2 0.1 -0.1 0.02
Cl -2.547 10.795 -3.684 0.0 0.0 0.0 -0.10
Cl -2.638 8.771 -5.736 0.0 0.0 0.0 -0.11
Cl -4.331 11.097 -5.929 0.0 0.0 0.0 -0.10
C -10.003 5.966 2.687 0.0 0.0 0.0 0.30
Cl -10.557 5.517 4.301 0.0 0.0 0.0 -0.10
Cl -10.524 7.611 2.321 0.0 0.0 0.0 -0.08
Cl -8.240 5.881 2.624 0.1 0.0 0.0 -0.04
Cl -10.686 4.852 1.499 0.0 0.0 0.0 -0.08
C 5.594 3.674 -3.789 0.1 0.0 0.1 0.27
Cl 6.901 4.823 -3.569 0.0 0.0 -0.3 -0.05
Cl 4.853 3.877 -5.371 0.0 0.0 0.0 -0.09
Cl 6.239 2.026 -3.638 0.0 -0.1 0.0 -0.11
Cl 4.389 3.923 -2.517 -0.1 0.1 0.0 -0.03
C -2.096 -5.199 6.434 0.0 0.0 0.0 0.34
Cl -3.259 -6.056 7.439 0.0 0.0 0.0 -0.09
Cl -0.958 -4.322 7.457 0.0 0.0 0.0 -0.09
Cl -1.210 -6.361 5.434 0.0 0.0 0.0 -0.10
Cl -2.938 -4.061 5.380 -0.1 0.0 0.1 -0.06
C 5.104 -7.049 8.263 0.0 0.0 0.0 0.37
Cl 4.712 -5.502 9.012 0.0 0.0 0.0 -0.09
Cl 6.426 -6.820 7.106 0.1 0.0 0.1 -0.11
Cl 5.601 -8.200 9.498 0.0 0.0 0.0 -0.08
Cl 3.688 -7.668 7.408 0.0 0.0 0.0 -0.09
C 8.835 5.224 0.540 0.0 0.0 0.0 0.32
Cl 8.523 6.665 1.503 0.0 0.0 0.0 -0.09
Cl 10.089 5.568 -0.654 0.0 0.0 0.0 -0.10
Cl 9.367 3.910 1.592 0.0 0.0 0.0 -0.10
Cl 7.355 4.744 -0.301 0.0 0.0 0.2 -0.01
C -7.013 2.339 -4.757 0.0 0.0 0.1 0.30
Cl -5.654 3.438 -4.492 -0.1 -0.1 -0.3 -0.05
Cl -8.415 2.914 -3.859 0.0 0.0 0.0 -0.07
Cl -7.393 2.263 -6.474 0.0 0.0 0.0 -0.09
Cl -6.557 0.731 -4.173 0.0 0.2 -0.1 -0.10